This record from the OMol25 dataset describes a molecular structure, C30H37BBr2N3O6PS2SeTi. The level of theory is ωB97M-V with the def2-TZVPD basis set.

Computed properties:
Kohn-Sham gap (spin up / spin down) = 5.9 / 6.0 eV
Charge = -1
2S+1 = 2
ΔE to the lowest compared entry with this formula, charge and spin = 0.772 eV
HOMO (spin up / spin down) = -3.60 / -3.74 eV

Geometry as XYZ:
```
84
Properties=species:S:1:pos:R:3:forces:R:3:mulliken_charge:R:1
Br -6.31941 -3.89295 -2.29297 0.0 0.0 0.0 -0.279
Br -1.77559 -1.36154 -4.44941 0.0 0.0 0.0 -0.153
Se 1.96009 -3.48609 -1.75188 -0.1 -0.2 -0.1 -0.259
Ti -0.29014 -1.02681 0.52128 0.1 0.5 0.1 0.466
S 0.44894 -2.83990 1.86852 -0.1 0.0 0.1 -0.511
S 1.90424 -0.05793 1.04336 -0.2 -0.1 -0.2 -0.358
P -0.14796 1.39417 -1.22359 0.0 0.1 0.2 -0.113
O -0.92887 1.65639 2.58001 0.0 0.0 0.1 0.381
O -1.24281 1.60621 -2.40549 0.0 -0.1 0.0 -0.378
O 0.08601 2.98208 -0.89729 -0.1 0.0 0.2 -0.371
O -2.39271 -0.03512 2.99743 -0.1 0.1 0.1 -0.029
O 1.12971 1.05495 -2.14338 0.1 0.6 0.2 0.212
O -0.90992 -1.35007 -1.43662 0.0 0.1 0.2 0.298
N 3.00520 -1.24111 -3.20533 0.1 0.1 0.0 0.450
N 4.34462 -1.95247 -1.66869 0.1 -0.1 0.0 0.333
N -2.25602 -2.14194 0.65412 0.0 0.0 0.0 0.299
C -2.67071 -2.00389 -2.91101 0.1 0.1 0.0 -0.151
C 2.75695 -3.48336 3.25342 0.0 0.1 0.0 -1.654
C 4.01027 -0.84803 2.62227 0.0 0.0 0.0 -1.588
C 4.83745 -2.72312 -0.54470 0.1 0.1 -0.1 -0.979
C -2.07474 -1.85284 -1.66442 0.0 -0.1 -0.2 0.234
C -1.80044 3.21154 4.29240 0.0 0.1 0.0 -1.132
C 3.14012 -2.19253 -2.24659 0.1 0.3 0.2 -0.284
C -4.71505 -3.42470 0.48956 0.0 0.0 0.0 -0.762
C -4.62818 -3.07276 -2.00243 0.0 0.0 0.0 -0.135
C 4.12635 -0.43061 -3.23283 -0.2 -0.1 -0.1 -0.686
C -2.61388 1.65710 -2.00763 -0.1 0.0 0.0 0.287
C -3.92864 -2.60217 -3.07473 0.0 0.0 0.0 -0.439
C -2.77952 3.33329 5.28182 0.0 -0.1 0.0 -0.500
C -1.76508 2.03032 3.58794 0.1 0.0 -0.1 0.618
C -4.10547 -2.95866 -0.69301 0.2 0.1 0.0 0.720
C 0.94718 4.80904 0.37718 0.0 0.0 0.0 -1.469
C 0.44867 3.38341 0.44095 0.1 0.1 -0.1 0.546
C -4.07862 -3.25922 1.68653 -0.2 -0.1 0.1 -1.271
C -2.65636 1.00015 3.84333 0.0 -0.1 0.0 0.463
C -3.24913 2.91992 -2.54735 0.0 0.0 0.0 -1.562
C -3.67479 2.30082 5.53781 0.0 0.0 0.0 -0.580
C -2.84066 -2.60485 1.73538 0.1 0.1 -0.1 -0.012
C 4.96322 -0.87717 -2.27810 0.0 -0.1 0.2 -0.423
C 2.66686 -1.26536 2.08235 0.1 0.0 0.0 0.071
C -2.84976 -2.33166 -0.55240 -0.1 -0.1 0.1 -0.246
C 2.08789 -2.43515 2.38518 0.0 -0.1 0.0 0.975
C -3.62573 1.10527 4.81460 0.0 0.0 0.1 -0.941
C 2.92645 2.65692 -2.37665 0.0 0.0 0.0 -0.742
C 1.78485 -1.04579 -3.96013 -0.2 -0.3 -0.2 -1.187
C 1.69944 2.04275 -3.01661 0.0 0.0 0.0 -0.234
B -1.29201 0.34474 2.16906 0.1 -0.2 -0.3 0.114
H 1.06264 -0.48261 -3.36899 0.1 -0.3 -0.2 0.222
H 0.20066 5.45133 -0.09388 0.0 0.0 0.0 0.302
H -4.31592 0.29371 5.00523 0.0 0.0 0.0 0.490
H -3.15179 2.95195 -3.63335 0.0 0.0 0.0 0.313
H -2.69921 1.62471 -0.91469 0.0 0.0 0.0 0.118
H -4.51872 -3.62327 2.60518 0.0 0.0 0.0 0.408
H 3.45477 3.29280 -3.09254 0.0 0.0 0.0 0.441
H 0.95562 2.80210 -3.26091 0.0 0.0 0.0 0.345
H -2.75523 3.79740 -2.12773 0.0 0.0 0.0 0.276
H -2.31841 -2.45181 2.66753 0.0 0.0 0.0 0.514
H -4.31017 2.95116 -2.28997 0.0 0.0 0.0 0.422
H -1.09388 4.00564 4.08684 0.0 0.0 0.0 0.493
H -0.42443 3.30868 1.08444 0.0 0.0 0.0 0.154
H -2.84125 4.24680 5.85961 0.0 0.0 0.0 0.387
H 4.65799 -0.48920 1.81719 0.0 0.0 0.0 0.278
H 4.12456 -2.66557 0.27645 -0.1 0.0 0.1 0.300
H 4.21838 0.39571 -3.91478 0.0 0.0 0.0 0.581
H 2.63867 3.25669 -1.51530 0.0 0.0 0.0 -0.256
H 1.87291 4.87800 -0.19625 0.0 0.0 0.0 0.307
H -5.67526 -3.92021 0.43237 0.0 0.0 0.0 0.321
H 1.13967 5.17996 1.38587 0.0 0.0 0.0 0.417
H 3.59812 1.86845 -2.03852 0.0 0.0 0.0 0.131
H -3.11142 0.76680 -2.40112 0.0 0.0 0.0 0.140
H 2.17393 -4.40244 3.23635 0.0 0.0 0.0 0.403
H -4.42363 2.42388 6.31007 0.0 0.0 0.0 0.379
H 2.83478 -3.15556 4.29481 0.0 0.0 0.0 0.317
H 2.01634 -0.51955 -4.88603 0.0 -0.1 0.0 0.325
H 5.92650 -0.51600 -1.96462 0.0 0.0 0.0 0.449
H 5.80109 -2.31760 -0.24034 0.0 0.0 0.0 0.307
H 1.21055 2.71461 0.84649 0.0 0.0 0.0 0.001
H 1.96151 1.51967 -3.93912 0.0 0.0 0.0 0.441
H 3.76524 -3.72056 2.90276 0.0 0.0 0.0 0.307
H 4.51823 -1.66045 3.14422 0.0 0.0 0.0 0.374
H 4.94112 -3.76866 -0.83205 0.0 0.0 0.0 0.330
H -4.33752 -2.69390 -4.07136 0.0 0.0 0.0 0.417
H 1.34984 -2.01928 -4.17622 0.1 0.0 -0.1 0.489
H 3.89141 -0.01467 3.32110 0.0 0.0 0.0 0.320
```
Positions in Å, forces in eV/Å.

This record from the OMol25 dataset describes C4H7NS in the gas phase at a distorted geometry. The level of theory is ωB97M-V with the def2-TZVPD basis set.

Computed properties:
Kohn-Sham gap (spin up / spin down) = 5.5 / 7.0 eV
Charge = 0
2S+1 = 3
ΔE to the lowest compared entry with this formula, charge and spin = 3.300 eV
HOMO (spin up / spin down) = -4.68 / -9.33 eV

Geometry as XYZ:
```
13
Properties=species:S:1:pos:R:3:forces:R:3:mulliken_charge:R:1
S 1.92861 -0.35867 -0.21470 -0.4 1.1 -1.9 -0.319
N -1.21134 0.77761 -1.04160 1.0 5.6 -2.4 -0.414
C 1.03291 1.17041 0.33599 2.8 -0.5 0.5 -0.663
C -1.12027 -0.15201 -0.24402 -2.7 -4.7 3.4 0.068
C -1.07798 -1.58637 -0.01902 2.5 0.0 -0.8 -0.727
C -0.44308 1.12488 0.29291 0.7 0.4 -1.2 0.095
H 1.55379 1.22892 1.32498 -1.4 -0.3 0.2 0.302
H 1.55223 -0.34583 -1.58318 0.4 0.0 1.6 0.181
H 1.55978 2.10797 0.00559 -1.0 -0.6 -0.8 0.327
H 0.00197 -1.73424 0.04847 0.1 -1.2 0.1 0.191
H -1.44589 -2.27502 -0.79092 -0.2 0.8 0.0 0.305
H -0.87829 1.85250 0.96155 -0.7 0.1 -0.2 0.397
H -1.45243 -1.81015 0.92396 -1.0 -0.7 1.6 0.257
```
Positions in Å, forces in eV/Å.

This record from the OMol25 dataset describes C4H6N2O in the gas phase at a distorted geometry. The level of theory is ωB97M-V with the def2-TZVPD basis set.

Computed properties:
Kohn-Sham gap = 9.6 eV
SMILES string = O=C1NN[C@H]2C[C@@H]12
Charge = 0
2S+1 = 1
ΔE to the lowest compared entry with this formula, charge and spin = 2.879 eV
HOMO = -8.70 eV

Geometry as XYZ:
```
13
Properties=species:S:1:pos:R:3:forces:R:3:mulliken_charge:R:1
O -2.60667 -0.33398 -0.09324 0.1 -0.4 0.1 -0.637
N 0.39850 1.37219 -0.33541 1.3 0.8 1.3 -0.447
N -0.87755 1.12242 0.19185 -1.0 1.7 0.5 -0.085
C -1.42360 -0.08128 -0.10853 0.0 0.4 -0.8 0.399
C -0.24206 -0.91370 -0.51174 -0.8 -1.1 0.0 -0.343
C 0.81186 -0.83952 0.55089 0.6 -4.4 4.8 -0.489
C 0.91817 0.01763 -0.52573 2.0 3.1 -2.3 -0.147
H 1.47234 -1.70270 0.70547 0.1 0.1 -1.3 0.238
H -0.40433 -1.81535 -1.11269 0.2 0.6 0.2 0.379
H 1.83578 -0.00650 -1.13669 -0.9 -0.2 -0.1 0.329
H 0.62251 -0.68815 1.62943 -0.7 1.2 -0.8 0.241
H 0.86418 1.86525 0.49870 -0.1 -1.2 -1.8 0.290
H -1.36912 2.00367 0.24770 -0.8 -0.6 0.0 0.272
```
Positions in Å, forces in eV/Å.

This record from the OMol25 dataset describes 2 unconnected molecules or ions with the total composition C10H12N3S at a distorted geometry. The level of theory is ωB97M-V with the def2-TZVPD basis set.

Computed properties:
Kohn-Sham gap (spin up / spin down) = 9.7 / 5.7 eV
Charge = +1
2S+1 = 3
HOMO (spin up / spin down) = -12.14 / -12.08 eV

Geometry as XYZ:
```
26
Properties=species:S:1:pos:R:3:forces:R:3:mulliken_charge:R:1
S -0.48818 -0.61175 -2.36275 0.3 0.3 0.0 -0.079
N -1.85433 1.27857 0.57965 2.4 -1.4 -1.9 0.534
N -2.42494 0.03942 0.40481 -1.3 -1.7 1.2 -0.607
N -0.12721 2.59862 0.40908 0.6 -0.5 0.9 -0.002
C 1.58502 -3.14788 -0.09124 -0.1 -0.1 -1.4 -0.625
C -0.64572 1.42690 -0.02326 -0.8 0.2 -0.7 -0.331
C 0.65715 -2.22429 -0.50728 -0.6 0.9 1.0 0.029
C 2.39234 -3.40932 -2.39568 0.9 -0.5 1.0 -0.459
C -0.70260 4.21125 2.34438 2.0 1.3 -0.9 -1.433
C 2.45892 -3.76874 -1.01877 -1.3 1.6 -1.5 -0.338
C -2.00452 2.20476 1.56402 1.2 0.5 -0.5 -0.214
C 0.58696 -1.82453 -1.88821 0.2 -0.3 2.0 0.468
C 1.50482 -2.43973 -2.77936 -0.5 -0.7 2.0 -0.380
C -0.88017 3.01929 1.45775 -3.1 1.1 2.0 0.402
H -3.37994 -0.22394 0.61416 -0.1 1.5 0.6 0.279
H 0.04148 4.13600 3.08693 1.0 -1.4 1.3 0.371
H -1.51534 4.58441 2.90843 -1.5 -0.2 0.0 0.358
H -2.85635 2.13840 2.20734 0.0 0.4 0.3 0.439
H 1.45283 -3.30118 0.93782 0.9 -1.0 1.3 0.409
H 0.84518 2.92395 0.35106 -0.7 -0.5 -0.6 0.322
H 1.37873 -2.10069 -3.71523 0.1 0.8 -3.6 0.512
H 3.22900 -4.47069 -0.92823 0.7 -1.1 1.6 0.400
H -2.23205 -0.43090 -0.44490 1.0 0.4 -1.0 0.068
H -0.21364 5.11888 1.94523 -0.7 -0.3 -1.1 0.368
H 3.17129 -3.93403 -3.02361 -1.4 1.0 0.2 0.315
H 0.02127 -1.79279 0.36787 0.9 -0.5 -2.2 0.194
```
Positions in Å, forces in eV/Å.

This record from the OMol25 dataset describes 2 unconnected molecules or ions with the total composition C2H3BrN2O2 at a distorted geometry. The level of theory is ωB97M-V with the def2-TZVPD basis set.

Computed properties:
Kohn-Sham gap (spin up / spin down) = 8.3 / 7.8 eV
Charge = 0
2S+1 = 1
ΔE to the lowest compared entry with this formula, charge and spin = 4.515 eV
HOMO (spin up / spin down) = -8.95 / -8.90 eV

Geometry as XYZ:
```
10
Properties=species:S:1:pos:R:3:forces:R:3:mulliken_charge:R:1
Br 3.18263 0.01146 0.66949 0.9 0.6 0.7 -0.039
O -2.74784 -0.92488 0.22108 0.0 0.2 -0.4 -0.515
O -3.10935 1.04941 -0.59953 0.0 0.5 -0.5 -0.520
N -2.44419 0.22730 -0.04086 -0.6 -1.8 0.2 0.975
N -1.30470 0.64522 0.57756 1.6 1.5 1.6 -0.206
C 2.08489 -0.62567 -0.62915 -0.2 -0.3 2.6 -0.815
C -0.10208 0.44951 0.51380 -1.0 -0.9 -2.0 -0.006
H 1.55431 -1.43359 -0.24717 -0.9 -1.4 -0.5 0.471
H 2.14122 -0.16857 -1.52504 -0.1 1.0 -2.9 0.420
H 0.74511 0.76982 1.05981 0.3 0.6 1.0 0.233
```
Positions in Å, forces in eV/Å.

This record from the OMol25 dataset describes a molecular structure, C5H13CaO2 at a distorted geometry. The level of theory is ωB97M-V with the def2-TZVPD basis set.

Computed properties:
Kohn-Sham gap = 7.6 eV
Charge = +1
2S+1 = 1
ΔE to the lowest compared entry with this formula, charge and spin = 2.918 eV
HOMO = -11.93 eV

Geometry as XYZ:
```
21
Properties=species:S:1:pos:R:3:forces:R:3:mulliken_charge:R:1
Ca 0.05319 1.68679 0.29207 0.8 2.2 -0.5 1.501
O -1.53160 0.35661 0.12948 -1.3 -1.1 -0.1 -0.390
O 1.43611 1.03811 -0.94558 -0.3 1.7 -0.2 -0.735
C 2.79717 1.25065 -1.15588 0.1 -1.4 -0.9 -0.835
C -2.77491 0.80522 -0.42129 -0.3 -0.2 -0.1 -0.710
C -1.36076 -1.07274 0.03536 -0.4 -0.5 -0.5 -0.444
C -0.24314 -1.53423 0.94251 -0.8 0.1 -1.7 -0.900
C 1.06485 -0.74504 0.94355 0.6 1.6 2.9 -0.512
H -1.16970 -1.34115 -1.01468 0.0 0.2 0.2 0.337
H 3.09190 0.31089 -1.65591 0.7 0.7 -0.5 0.265
H -2.82997 0.54618 -1.48689 0.0 0.1 0.3 0.343
H -0.62434 -1.52835 1.97538 0.5 -0.1 -0.3 0.322
H 2.97552 2.16050 -1.75243 0.3 -0.5 0.1 0.277
H 1.80811 -1.54695 1.11956 -0.4 -0.1 3.0 0.243
H -0.04054 -2.57964 0.67489 0.0 0.3 0.1 0.417
H -2.82521 1.89318 -0.30415 -0.1 -0.1 0.0 0.288
H -3.59503 0.33222 0.13303 0.1 0.2 -0.2 0.313
H 1.95539 -0.11357 0.81442 -0.8 0.1 -3.7 0.484
H -2.31060 -1.53224 0.34121 0.2 0.0 -0.1 0.463
H 3.44855 1.25760 -0.26325 -0.4 0.4 0.3 0.313
H 0.67501 0.35595 1.59860 1.4 -3.7 1.8 -0.039
```
Positions in Å, forces in eV/Å.

This record from the OMol25 dataset describes C5H5FN2O in the gas phase at a distorted geometry. The level of theory is ωB97M-V with the def2-TZVPD basis set.

Computed properties:
Kohn-Sham gap = 9.1 eV
SMILES string = Nc1cc[nH]c(=O)c1F
Charge = 0
2S+1 = 1
ΔE to the lowest compared entry with this formula, charge and spin = 1.654 eV
HOMO = -8.34 eV

Geometry as XYZ:
```
14
Properties=species:S:1:pos:R:3:forces:R:3:mulliken_charge:R:1
F 0.13802 -2.14244 -0.01907 0.9 -0.4 -0.2 -0.287
O -2.32889 -0.82478 0.08666 -0.3 -1.6 -0.2 -0.650
N 2.46403 -0.38171 0.18094 0.7 -3.8 0.6 -0.551
N -1.31686 1.10419 0.08312 -1.7 2.8 -1.3 -0.123
C -0.30685 1.98159 -0.02116 2.9 1.9 1.0 -0.050
C -1.25268 -0.28813 -0.02325 -0.1 0.8 -0.1 0.287
C 1.00084 1.59949 -0.13981 -0.6 -2.3 1.1 -0.603
C 1.19230 0.09167 -0.09022 -0.8 -0.8 -0.2 0.487
C 0.08716 -0.82438 -0.20680 0.4 3.4 1.1 0.203
H -2.26055 1.54925 -0.11741 1.4 -1.5 0.8 0.274
H 1.76565 2.31237 0.25733 -0.4 -1.0 -0.9 0.260
H 3.24466 0.03092 -0.33348 -0.5 -0.3 0.4 0.237
H 2.60831 -1.52194 0.42819 -0.8 4.5 -1.3 0.278
H -0.32393 3.09078 0.28277 -1.3 -1.8 -0.8 0.236
```
Positions in Å, forces in eV/Å.

Copy entry 4 word for word.
This record from the OMol25 dataset describes 2 unconnected molecules or ions with the total composition C10H12N3S at a distorted geometry. The level of theory is ωB97M-V with the def2-TZVPD basis set.

Computed properties:
Kohn-Sham gap (spin up / spin down) = 9.7 / 5.7 eV
Charge = +1
2S+1 = 3
HOMO (spin up / spin down) = -12.14 / -12.08 eV

Geometry as XYZ:
```
26
Properties=species:S:1:pos:R:3:forces:R:3:mulliken_charge:R:1
S -0.48818 -0.61175 -2.36275 0.3 0.3 0.0 -0.079
N -1.85433 1.27857 0.57965 2.4 -1.4 -1.9 0.534
N -2.42494 0.03942 0.40481 -1.3 -1.7 1.2 -0.607
N -0.12721 2.59862 0.40908 0.6 -0.5 0.9 -0.002
C 1.58502 -3.14788 -0.09124 -0.1 -0.1 -1.4 -0.625
C -0.64572 1.42690 -0.02326 -0.8 0.2 -0.7 -0.331
C 0.65715 -2.22429 -0.50728 -0.6 0.9 1.0 0.029
C 2.39234 -3.40932 -2.39568 0.9 -0.5 1.0 -0.459
C -0.70260 4.21125 2.34438 2.0 1.3 -0.9 -1.433
C 2.45892 -3.76874 -1.01877 -1.3 1.6 -1.5 -0.338
C -2.00452 2.20476 1.56402 1.2 0.5 -0.5 -0.214
C 0.58696 -1.82453 -1.88821 0.2 -0.3 2.0 0.468
C 1.50482 -2.43973 -2.77936 -0.5 -0.7 2.0 -0.380
C -0.88017 3.01929 1.45775 -3.1 1.1 2.0 0.402
H -3.37994 -0.22394 0.61416 -0.1 1.5 0.6 0.279
H 0.04148 4.13600 3.08693 1.0 -1.4 1.3 0.371
H -1.51534 4.58441 2.90843 -1.5 -0.2 0.0 0.358
H -2.85635 2.13840 2.20734 0.0 0.4 0.3 0.439
H 1.45283 -3.30118 0.93782 0.9 -1.0 1.3 0.409
H 0.84518 2.92395 0.35106 -0.7 -0.5 -0.6 0.322
H 1.37873 -2.10069 -3.71523 0.1 0.8 -3.6 0.512
H 3.22900 -4.47069 -0.92823 0.7 -1.1 1.6 0.400
H -2.23205 -0.43090 -0.44490 1.0 0.4 -1.0 0.068
H -0.21364 5.11888 1.94523 -0.7 -0.3 -1.1 0.368
H 3.17129 -3.93403 -3.02361 -1.4 1.0 0.2 0.315
H 0.02127 -1.79279 0.36787 0.9 -0.5 -2.2 0.194
```
Positions in Å, forces in eV/Å.

Q: Which formula does entry 5 have?
A: C2H3BrN2O2